ORCA calculation (ωB97M-V/def2-TZVPD) on a structure of composition C26H45BHgN7O.

Each line ends with the Mulliken charge.
Cartesian coordinates (Å):
Hg -0.110 1.058 -0.522  0.856
C -0.007 -2.389 4.346  -1.371
C -0.009 -1.061 3.673  0.700
C -0.014 0.177 4.282  -1.300
C -0.017 1.108 3.237  -0.364
N -0.018 0.456 2.083  0.093
N -0.012 -0.860 2.338  0.920
B -0.008 -1.976 1.279  -1.806
N 1.259 -1.926 0.398  0.803
N 1.609 -0.937 -0.438  0.187
C 2.733 -1.282 -1.053  -0.427
C 3.126 -2.545 -0.595  -1.279
C 2.168 -2.920 0.324  0.679
C 2.126 -4.194 1.091  -1.330
C 3.497 -0.470 -2.063  2.488
C 2.827 0.853 -2.421  -1.766
C 4.884 -0.167 -1.479  -1.777
C 3.649 -1.305 -3.341  -1.766
N -1.287 -1.957 0.415  0.958
N -1.648 -0.972 -0.413  0.012
C -2.776 -1.309 -1.027  -0.813
C -3.162 -2.572 -0.571  -1.144
C -2.193 -2.951 0.340  0.936
C -2.130 -4.221 1.111  -1.356
C -3.444 -0.422 -2.045  2.382
C -4.739 -1.064 -2.546  -2.330
C -2.497 -0.218 -3.231  -1.274
C -3.773 0.933 -1.414  -1.298
C -0.014 2.603 3.410  2.477
C 0.005 3.346 2.079  -1.768
C -1.278 3.004 4.183  -1.752
C 1.234 3.003 4.209  -1.740
H -0.015 -2.250 5.425  0.360
H 0.877 -2.963 4.073  0.191
H -0.887 -2.965 4.064  0.197
H -0.028 0.371 5.335  0.554
H 0.010 -3.000 1.857  -0.155
H 3.980 -3.114 -0.898  0.536
H 2.996 -4.795 0.833  0.365
H 1.228 -4.760 0.850  0.183
H 2.131 -4.006 2.163  0.186
H 2.744 1.490 -1.541  0.233
H 1.834 0.692 -2.841  0.198
H 3.431 1.370 -3.165  0.447
H 4.784 0.409 -0.561  0.371
H 5.473 0.408 -2.191  0.450
H 5.418 -1.085 -1.250  0.361
H 2.669 -1.547 -3.749  0.376
H 4.171 -2.236 -3.135  0.354
H 4.215 -0.752 -4.089  0.451
H -4.023 -3.144 -0.849  0.574
H -2.999 -4.829 0.871  0.355
H -2.123 -4.024 2.182  0.182
H -1.230 -4.780 0.862  0.174
H -4.535 -2.030 -3.002  0.423
H -5.202 -0.425 -3.294  0.423
H -5.442 -1.203 -1.730  0.423
H -2.311 -1.162 -3.740  0.368
H -1.548 0.189 -2.887  0.043
H -2.931 0.488 -3.935  0.431
H -4.468 0.807 -0.588  0.378
H -4.218 1.592 -2.156  0.441
H -2.867 1.410 -1.042  0.035
H -0.878 3.095 1.491  0.148
H 0.902 3.089 1.515  0.200
H 0.006 4.420 2.257  0.484
H -2.169 2.732 3.619  0.383
H -1.288 4.079 4.356  0.450
H -1.313 2.497 5.144  0.349
H 2.138 2.730 3.667  0.378
H 1.252 2.504 5.173  0.348
H 1.238 4.079 4.373  0.449
C 0.137 4.720 -2.287  -0.915
C -0.476 3.717 -3.233  0.635
N -0.219 3.906 -4.547  -0.417
O -1.164 2.793 -2.852  -0.435
H 0.441 5.637 -2.783  0.410
H 1.007 4.257 -1.824  0.180
H -0.577 4.937 -1.495  0.225
H 0.427 4.599 -4.878  0.173
H -0.576 3.230 -5.204  0.221

multiplicity: 2
frontier orbital gap (alpha / beta): 0.2931 / 0.2651 Eh
<S²>: 0.7526
DFT total energy: -1654.63766 a.u.
net charge: 0
highest occupied orbital energy (alpha / beta): -7.39 / -8.33 eV